[1]
{"formula": "C36H32BBiN7O4S4", "method": "ωB97M-V/def2-TZVPD", "charge": 1, "lumo_energy_ev": -3.446, "homo_energy_ev": -9.5, "multiplicity": 1, "homo_lumo_gap_ev": 6.06, "energy_ev": -106326.0251, "elements": ["Bi", "N", "C", "N", "C", "N", "C", "C", "N", "C", "C", "N", "H", "H", "H", "H", "H", "O", "C", "C", "C", "C", "C", "S", "C", "C", "C", "C", "S", "C", "C", "C", "C", "S", "H", "H", "H", "H", "H", "H", "H", "H", "H", "O", "B", "O", "C", "C", "C", "C", "C", "C", "H", "H", "H", "H", "C", "C", "C", "N", "C", "S", "N", "C", "O", "C", "C", "C", "C", "C", "C", "H", "H", "H", "H", "H", "H", "H", "H", "H", "H", "H", "H", "H", "H"], "xyz": [[-1.29853, 1.53336, -0.10620], [-4.28557, 0.87028, -3.15132], [-2.98436, 0.96619, -2.90022], [-2.84150, 1.20032, -1.59764], [-4.14236, 1.23775, -1.10876], [-5.02903, 1.03559, -2.06170], [-4.34046, 1.47707, 0.27927], [-5.58630, 1.51886, 0.92215], [-5.71702, 1.71552, 2.20880], [-4.57948, 1.88655, 2.91010], [-3.34512, 1.87010, 2.32751], [-3.19405, 1.66274, 0.99381], [-4.73454, 0.70086, -4.03825], [-2.18819, 0.85266, -3.61826], [-6.48440, 1.38030, 0.33105], [-4.69402, 2.03700, 3.97474], [-2.43603, 2.01732, 2.89687], [0.51316, 1.09104, -1.99735], [0.86705, 1.14578, -3.40250], [0.74703, 2.58552, -3.85410], [-0.37111, 3.36733, -3.88447], [-0.12832, 4.65879, -4.41556], [1.16997, 4.83182, -4.77728], [2.11294, 3.43645, -4.47431], [-0.09577, 0.27123, -4.17680], [-0.49109, 0.36145, -5.47527], [-1.35809, -0.69891, -5.86013], [-1.59585, -1.57360, -4.85002], [-0.77639, -1.12465, -3.40778], [2.28993, 0.65246, -3.56909], [3.35315, 1.02268, -2.79545], [4.55101, 0.36864, -3.17290], [4.36774, -0.48582, -4.21344], [2.74677, -0.50711, -4.75503], [-1.34243, 3.04658, -3.53475], [-0.89125, 5.41385, -4.53584], [1.62662, 5.70430, -5.21497], [-0.16952, 1.14309, -6.14851], [-1.77829, -0.79533, -6.85035], [-2.18970, -2.47305, -4.87267], [3.27346, 1.73196, -1.98391], [5.50130, 0.53086, -2.68650], [5.09060, -1.12331, -4.69507], [0.90248, 0.72056, 3.76585], [1.32031, 1.63903, 2.82351], [1.16453, 2.93454, 3.25473], [0.64280, 2.83020, 4.52909], [0.31899, 3.82943, 5.41817], [-0.21166, 3.42514, 6.63904], [-0.39281, 2.08057, 6.94219], [-0.04413, 1.07496, 6.04595], [0.47445, 1.48450, 4.83854], [0.47985, 4.86952, 5.17193], [-0.48587, 4.17275, 7.37034], [-0.80539, 1.80355, 7.90259], [-0.16793, 0.02787, 6.28379], [1.35755, -3.59476, 3.55617], [2.78270, -3.05668, 3.64749], [3.24738, -2.37978, 2.36183], [2.69509, -1.03501, 2.22628], [2.11264, -0.51975, 1.13619], [1.91438, 1.28759, 1.15472], [1.70508, -1.11207, 0.09542], [1.90920, -2.41495, -0.36080], [2.88485, -2.70687, -1.01040], [0.81049, -3.37530, -0.05923], [-0.39781, -2.96885, 0.50147], [-1.36336, -3.91074, 0.81336], [-1.12658, -5.25843, 0.57635], [0.07480, -5.66560, 0.01120], [1.03695, -4.72531, -0.31567], [1.10842, -4.15031, 4.45962], [1.25445, -4.27067, 2.70518], [0.63383, -2.78650, 3.43815], [3.46842, -3.88029, 3.85356], [2.86213, -2.35089, 4.47939], [2.94614, -2.97537, 1.50442], [4.33781, -2.30611, 2.35384], [2.91544, -0.40164, 2.97621], [1.01574, 0.35698, -1.56701], [-0.57568, -1.91577, 0.68225], [-2.30565, -3.59501, 1.24237], [-1.87910, -5.99202, 0.83394], [0.26018, -6.71487, -0.17538], [1.97695, -5.01817, -0.76451]], "atomic_forces_ev_per_a": [[2.1, 0.2, 0.2], [0.1, 0.0, -0.1], [0.0, 0.1, 0.2], [-1.3, -0.1, -0.6], [0.5, -0.2, -1.2], [-0.4, 0.1, 0.6], [0.2, 0.2, 1.2], [0.0, -0.1, -0.5], [0.1, 0.0, 0.2], [-0.4, 0.0, 0.0], [0.4, 0.0, -0.3], [-1.9, -0.1, 0.3], [0.1, 0.0, 0.0], [-0.2, 0.2, -0.1], [0.0, 0.0, 0.0], [0.1, 0.0, 0.0], [0.0, 0.0, 0.1], [0.3, -0.5, 0.2], [0.2, 0.2, -0.2], [0.2, 0.0, 0.0], [0.0, 0.0, 0.0], [-0.1, 0.1, 0.0], [0.2, -0.1, 0.0], [-0.3, 0.1, 0.0], [0.0, -0.3, 0.3], [0.0, 0.1, 0.0], [-0.1, 0.1, -0.1], [0.0, -0.1, 0.3], [0.4, -0.2, -0.3], [-0.1, -0.2, 0.2], [-0.1, -0.1, 0.0], [0.1, 0.0, 0.1], [-0.1, -0.1, -0.2], [0.0, 0.1, 0.2], [0.0, 0.0, 0.0], [0.0, 0.0, 0.0], [0.0, 0.0, 0.0], [0.0, 0.1, 0.1], [0.0, 0.0, 0.0], [-0.1, 0.0, 0.0], [0.0, 0.0, 0.0], [0.0, 0.0, 0.0], [0.1, 0.0, 0.0], [0.0, -0.2, 0.1], [-0.1, -0.1, 0.1], [0.1, 0.3, -0.1], [-0.1, -0.4, 0.2], [0.1, 0.1, -0.2], [0.0, 0.0, 0.1], [0.0, 0.0, 0.1], [0.1, -0.1, -0.2], [0.0, 0.4, 0.1], [0.0, 0.0, 0.0], [0.0, 0.0, 0.0], [0.0, 0.0, 0.0], [0.0, 0.0, 0.0], [0.1, 0.1, 0.1], [-0.2, -0.1, -0.2], [0.0, -0.1, 0.2], [0.3, -0.1, 0.2], [-0.2, -0.1, 0.3], [0.1, -0.2, -0.1], [-0.2, 0.7, -0.7], [0.0, 0.2, 0.0], [0.0, -0.1, 0.0], [-0.1, -0.2, -0.1], [0.1, 0.1, -0.1], [-0.1, 0.0, 0.0], [0.0, 0.0, 0.0], [0.0, 0.0, 0.0], [0.0, 0.0, 0.0], [-0.1, 0.0, 0.0], [0.0, 0.0, 0.0], [0.0, 0.0, 0.0], [0.0, 0.0, 0.0], [0.1, 0.0, 0.0], [0.1, 0.0, 0.1], [0.0, 0.0, -0.1], [0.0, 0.0, -0.1], [-0.2, 0.3, -0.2], [0.0, 0.0, 0.0], [0.0, 0.0, 0.0], [0.0, 0.0, 0.0], [0.0, 0.0, 0.0], [0.0, 0.0, 0.0]]}


[2]
{"formula": "C36H32BBrN5O7Ru", "method": "ωB97M-V/def2-TZVPD", "lumo_energy_ev": [0.408, 0.043], "homo_energy_ev": [-4.9, -7.2], "multiplicity": 6, "homo_lumo_gap_ev": [5.26, 7.27], "energy_ev": -132938.4059, "elements": ["Ru", "Br", "C", "C", "C", "C", "O", "C", "C", "N", "C", "C", "C", "C", "C", "C", "C", "C", "N", "C", "C", "H", "H", "H", "H", "H", "H", "H", "H", "H", "H", "C", "C", "C", "C", "N", "N", "C", "H", "H", "H", "H", "H", "H", "H", "H", "C", "C", "N", "O", "H", "H", "H", "H", "H", "O", "C", "C", "C", "C", "C", "C", "C", "O", "O", "H", "H", "H", "H", "H", "O", "B", "O", "C", "C", "C", "C", "C", "C", "H", "H", "H", "H"], "xyz": [[-0.59570, 0.15060, 0.57080], [0.87050, -2.91860, -6.63860], [0.62460, -1.75230, -5.15260], [0.53980, -0.38410, -5.36380], [0.32610, 0.41060, -4.24800], [0.19090, -0.09730, -2.96680], [-0.08260, 0.83420, -1.96550], [0.36530, -1.49030, -2.73130], [0.44220, -2.19070, -1.50530], [0.40860, -1.72880, -0.27110], [0.54240, -2.55610, 0.80700], [0.30460, -3.93940, 0.81340], [0.47560, -4.69420, 1.96310], [0.89470, -4.12590, 3.14550], [1.12220, -2.74200, 3.20820], [1.49080, -2.08450, 4.39810], [1.71130, -0.73020, 4.37770], [1.52050, -0.03090, 3.18830], [1.14440, -0.61030, 2.06110], [0.94530, -1.94450, 2.04320], [0.55310, -2.28710, -3.89530], [0.62550, 0.04830, -6.34760], [0.26070, 1.48170, -4.37710], [0.65370, -3.25520, -1.63930], [-0.05620, -4.43340, -0.07650], [0.26530, -5.75360, 1.93110], [1.02530, -4.72280, 4.03580], [1.58690, -2.66020, 5.30660], [2.00930, -0.19890, 5.26690], [1.65220, 1.04310, 3.16770], [0.64710, -3.35580, -3.77340], [1.56220, 4.29000, 3.14990], [0.51350, 3.77010, 2.23460], [-0.82000, 4.08970, 2.08920], [-1.32300, 3.20800, 1.12190], [-0.34960, 2.41820, 0.68230], [0.74970, 2.76710, 1.36300], [-2.71410, 3.12090, 0.60520], [1.35870, 5.32470, 3.41490], [2.54380, 4.23260, 2.68270], [1.57880, 3.69600, 4.06630], [-1.37980, 4.82970, 2.62310], [1.61370, 2.26730, 1.20410], [-3.01190, 4.06900, 0.15450], [-3.40260, 2.88910, 1.41870], [-2.77500, 2.33560, -0.14900], [-3.99680, -2.17030, -1.43970], [-3.36510, -1.04310, -0.66170], [-4.07300, -0.52560, 0.36110], [-2.29470, -0.56230, -1.00410], [-4.74450, -2.69790, -0.85460], [-3.21180, -2.85940, -1.74130], [-4.45190, -1.76840, -2.34380], [-4.86630, -1.01150, 0.74140], [-3.54180, 0.04950, 1.00900], [-1.63280, 1.32350, 5.48950], [-2.08170, 0.05350, 5.59680], [-2.54670, -0.43000, 6.81760], [-3.00840, -1.72440, 6.94030], [-2.98940, -2.57410, 5.84850], [-2.52920, -2.10630, 4.63590], [-2.09590, -0.79290, 4.48120], [-1.70280, -0.34680, 3.10960], [-1.25530, 0.79990, 2.89350], [-1.88750, -1.17090, 2.17090], [-1.69120, 1.75730, 6.35150], [-2.55260, 0.21920, 7.68340], [-3.37920, -2.07490, 7.89080], [-3.33980, -3.58910, 5.94450], [-2.50510, -2.74370, 3.76610], [-0.70900, 3.19100, -2.20220], [-0.95360, 1.82620, -2.33170], [-2.18120, 1.60930, -2.95230], [-2.68690, 2.84450, -3.21600], [-3.88220, 3.19100, -3.81150], [-4.12130, 4.54480, -4.00630], [-3.20760, 5.50800, -3.60420], [-2.02160, 5.16360, -2.96730], [-1.78060, 3.81760, -2.77230], [-4.58660, 2.43600, -4.12110], [-5.03700, 4.85130, -4.48800], [-3.42600, 6.54950, -3.78290], [-1.31500, 5.91500, -2.65630]], "atomic_forces_ev_per_a": [[-0.2, -0.4, 0.1], [0.0, 0.1, 0.1], [0.0, -0.1, 0.0], [0.0, 0.1, 0.0], [0.0, -0.1, 0.1], [0.1, -0.3, -0.7], [0.2, 0.0, 0.2], [-0.1, 0.3, 0.2], [0.0, -0.8, -0.8], [-0.3, 1.2, 1.1], [0.0, -0.6, -0.1], [0.0, 0.7, -0.5], [0.2, 0.0, 0.8], [-0.2, -0.5, -0.2], [0.0, 0.4, -0.2], [0.0, 0.3, -0.3], [0.0, -0.3, 0.3], [-0.1, -0.2, -0.5], [0.1, 0.5, 0.3], [0.2, -0.5, 0.3], [0.0, 0.1, -0.1], [0.0, 0.0, 0.0], [0.0, 0.2, -0.1], [0.0, 0.1, 0.1], [0.0, 0.1, -0.1], [0.0, -0.1, 0.0], [0.0, -0.1, 0.1], [0.1, 0.0, 0.1], [0.0, 0.1, 0.1], [-0.1, 0.0, 0.0], [0.0, -0.1, 0.1], [0.0, -0.1, 0.0], [-0.1, -0.1, -0.2], [0.1, -0.2, -0.1], [0.3, 0.3, 0.1], [-0.3, -0.5, -0.2], [0.3, 0.4, 0.4], [0.1, -0.1, 0.0], [0.0, 0.0, 0.0], [0.1, 0.0, 0.0], [0.0, 0.0, 0.0], [0.0, 0.2, 0.1], [-0.2, 0.1, 0.0], [0.0, -0.1, 0.0], [0.0, 0.0, 0.0], [-0.1, 0.0, -0.1], [0.2, 0.1, 0.1], [-0.8, -0.1, -0.1], [0.1, 0.2, 0.2], [0.6, 0.2, 0.1], [-0.1, 0.0, 0.0], [0.0, 0.0, 0.0], [0.0, 0.0, 0.0], [0.1, -0.1, 0.0], [-0.2, -0.2, -0.1], [0.1, 0.4, 0.1], [-0.1, -0.4, 0.1], [0.0, 0.1, 0.1], [0.0, 0.0, 0.0], [0.0, -0.2, 0.0], [0.0, 0.1, 0.1], [0.1, 0.2, 0.0], [-0.4, -0.2, -0.2], [0.2, 0.3, -0.3], [0.2, 0.0, -0.4], [0.0, -0.2, -0.1], [0.0, 0.1, 0.1], [0.0, 0.0, 0.1], [0.0, -0.1, 0.0], [0.0, 0.0, -0.1], [0.5, -0.1, 0.2], [-0.2, 0.1, -0.1], [0.0, -0.4, 0.1], [0.1, 0.9, 0.1], [0.3, -0.3, 0.1], [0.0, 0.1, 0.0], [-0.1, 0.0, 0.0], [0.3, -0.3, 0.2], [-0.7, -0.2, -0.4], [-0.1, -0.1, -0.1], [-0.1, 0.0, 0.0], [0.0, 0.1, 0.0], [0.1, 0.1, 0.1]]}